Record 1
The following is a DFT calculation (ωB97M-V/def2-TZVPD) of a single C5H8N2O molecule.

* E: -10335.6005 eV
* SMILES: C=NN1[C@@H]2COC[C@@H]21
* M: 112.1 g/mol

Last column: Löwdin charge in e.
CARTESIAN COORDINATES (ANGSTROEM)
C -1.669954 -2.465528 0.187475  0.006
N -0.585389 -1.817827 0.478576  -0.064
N -0.608815 -0.556595 -0.018652  -0.075
C 0.220319 0.168295 0.939165  -0.158
C 0.452082 1.726218 0.927468  -0.111
O 0.426172 2.004384 -0.482058  -0.214
C 0.790928 0.911435 -1.398251  -0.125
C 0.709099 -0.174320 -0.382169  -0.303
H -2.310087 -1.941543 -0.485274  0.057
H -1.571101 -3.614048 0.367629  0.103
H 0.501471 -0.497705 1.724785  0.125
H -0.281252 2.459897 1.493884  0.148
H 1.639888 2.003478 1.069049  0.170
H 2.000361 1.080626 -1.770701  0.162
H 0.492414 1.017178 -2.381214  0.081
H 1.463509 -0.918587 -1.023290  0.199

Forces on atoms 1 to 6 (eV/Å):
C 3.50 -1.51 0.21
N -2.03 -3.91 0.31
N -2.13 2.49 -0.36
C 2.77 2.20 0.44
C 1.39 0.40 -1.13
O -1.54 1.92 -2.03


Record 2
The following is a DFT calculation (ωB97M-V/def2-TZVPD) of a molecular structure, C5H8N2O2.

* E: -12383.2975 eV
* M: 128.1 g/mol

Last column: Löwdin charge in e.
CARTESIAN COORDINATES (ANGSTROEM)
C 1.151136 0.519509 0.915293  0.018
C -0.053547 0.363148 0.003861  -0.452
C -1.595783 0.469297 1.276751  -0.050
C -1.149163 -0.532572 0.303880  -0.216
C 0.639075 -0.148331 -1.219994  -0.332
H 1.658424 -0.323613 0.868245  0.036
H 1.766987 1.347498 0.448908  0.128
H 0.908604 0.957579 1.932042  0.112
H -0.862740 0.604663 2.132980  0.133
H -2.633656 0.452210 1.411506  0.108
H -1.787345 -0.257722 -0.627204  0.204
H 0.131020 -1.912545 -1.749789  0.104
H 1.625971 -0.126369 -3.024869  0.092
N 0.470833 -1.562592 -0.914117  0.056
N 1.114053 0.456188 -2.264732  0.146
O -0.992232 1.489118 0.325193  -0.040
O -0.391637 -1.795467 0.182046  -0.046

Forces on atoms 1 to 6 (eV/Å):
C -1.92 5.65 0.85
C 1.40 3.90 0.24
C 2.58 1.33 1.36
C 1.73 -1.27 -4.00
C -1.03 0.36 -2.16
H 2.74 -3.90 0.61


Record 3
The following is a DFT calculation (ωB97M-V/def2-TZVPD) of a single C5H8N2O2 molecule.

* E: -12387.6899 eV
* SMILES: [H]/N=C1/N/C=C\COCO1
* M: 128.1 g/mol

Last column: Löwdin charge in e.
CARTESIAN COORDINATES (ANGSTROEM)
H 3.185780 -1.068169 -0.860493  0.047
N 2.992182 -0.329101 -0.203770  0.147
C 1.711957 -0.220914 -0.080480  -0.449
N 1.083602 0.851849 0.614281  0.058
C 0.087611 1.413217 -0.144973  -0.165
C -1.133174 1.061149 -0.535710  -0.054
C -2.037896 0.017711 0.073345  -0.206
O -1.519584 -1.234656 -0.183522  -0.105
C -0.268458 -1.570708 0.328611  -0.155
O 0.800691 -1.146527 -0.604590  -0.023
H 1.751202 1.540576 0.911981  0.133
H 0.398860 2.422543 -0.561557  0.136
H -1.670847 1.717387 -1.176681  0.092
H -2.072069 0.217545 1.185360  0.144
H -3.029064 0.010323 -0.387678  0.127
H -0.075132 -0.981401 1.187474  0.109
H -0.205662 -2.700832 0.438403  0.164

Forces on atoms 1 to 6 (eV/Å):
H 0.15 -0.69 0.17
N -2.39 1.15 0.00
C 0.90 -1.21 0.04
N 0.83 -2.09 0.20
C -1.09 3.71 -2.12
C -0.66 0.05 1.45